Computed, not measured: C39H41BrF5N7O5PRbS2Se as an isolated structure, with wB97M-V/def2-TZVPD.

The calculation puts the HOMO energy at -1.767 eV. Its total charge is -2. The total energy is -8907.044663 a.u. The HOMO-LUMO gap is 0.181 Ha.

Last column: Löwdin charge in e.
CARTESIAN COORDINATES (ANGSTROEM)
Rb1 1.18220 -0.22593 -0.50055  0.522
S1 3.17614 -2.70245 -0.64977  0.399
C1 4.30513 -2.35690 -1.93914  -0.742
C2 4.91729 -3.45802 -2.55612  -0.103
C3 5.84797 -3.34804 -3.58064  -0.226
C4 6.42872 -4.52830 -4.14467  -0.209
N1 6.88426 -5.48888 -4.58991  0.118
C5 6.20182 -2.06534 -4.03130  -0.225
C6 5.60757 -0.96164 -3.43758  -0.102
C7 4.66388 -1.04623 -2.39876  -0.756
S2 4.04859 0.45461 -1.76332  0.375
C8 7.16261 -1.87894 -5.07695  -0.207
N2 7.93212 -1.71210 -5.91834  0.120
H1 4.64336 -4.44369 -2.20396  0.092
H2 5.87936 0.02686 -3.78338  0.092
C9 1.51645 3.22950 1.37079  -0.056
O1 0.72831 2.77221 0.28266  -0.119
C10 -0.27750 3.56867 -0.14756  -0.205
C11 -0.66577 4.74483 0.46660  -0.058
C12 -1.73127 5.46435 -0.06695  -0.677
Br1 -2.24906 7.08285 0.78927  0.697
C13 -2.41611 5.03256 -1.17233  -0.076
C14 -2.02816 3.83847 -1.79123  -0.066
C15 -0.94915 3.11816 -1.29985  -0.176
O2 -0.44886 1.99325 -1.86739  0.024
C16 -2.79007 3.37728 -2.96256  -0.274
N3 -3.25729 4.15547 -3.90463  0.177
C17 -3.93402 3.29693 -4.75806  -0.229
C18 -4.64723 3.56752 -5.92573  -0.032
C19 -5.25944 2.50896 -6.56861  -0.115
C20 -5.17074 1.19765 -6.07193  -0.104
C21 -4.45929 0.90795 -4.92365  -0.013
C22 -3.84299 1.97964 -4.28664  -0.194
N4 -3.07878 2.05089 -3.14360  0.128
H3 1.98715 4.18638 1.13036  0.105
H4 2.28174 2.47573 1.53497  0.071
H5 0.91347 3.33085 2.27734  0.095
H6 -0.15840 5.10432 1.34806  0.096
H7 -3.24878 5.58516 -1.58167  0.109
H8 -0.98202 1.73720 -2.63296  0.103
H9 -4.71848 4.57964 -6.30269  0.102
H10 -5.82460 2.68925 -7.47483  0.088
H11 -5.67133 0.39706 -6.60185  0.093
H12 -4.38444 -0.09787 -4.52990  0.111
H13 -3.06367 1.31635 -2.41072  -0.028
C23 -0.59687 0.72915 2.71488  -0.081
N5 -1.25790 -0.45140 3.24289  -0.165
C24 -0.67521 -0.87543 4.51154  -0.063
C25 -1.43891 -1.48337 2.31114  -0.496
N6 -0.77467 -1.47677 1.22101  0.067
N7 -2.34388 -2.45154 2.68098  -0.151
C26 -2.48696 -3.60518 1.81648  -0.054
C27 -3.40419 -2.21051 3.63405  -0.072
H14 -0.69683 1.53130 3.45021  0.090
H15 -1.07479 1.03303 1.78595  0.085
H16 0.47178 0.55912 2.52884  0.052
H17 0.40707 -1.04587 4.41521  0.075
H18 -1.13732 -1.79778 4.85684  0.074
H19 -0.84591 -0.10225 5.26407  0.085
H20 -1.09419 -2.19075 0.57424  0.021
H21 -2.88520 -3.33337 0.83248  0.072
H22 -3.18297 -4.30270 2.27954  0.085
H23 -1.52917 -4.11250 1.68136  0.089
H24 -3.39186 -1.16686 3.93596  0.084
H25 -3.30557 -2.84014 4.52631  0.080
H26 -4.37409 -2.42029 3.17498  0.086
F1 -9.05918 -1.90845 -2.12694  0.093
C28 -7.77584 -1.58239 -1.89503  -0.155
C29 -6.83726 -2.56343 -1.63659  -0.156
F2 -7.21941 -3.85193 -1.61707  0.094
C30 -5.52055 -2.21656 -1.39655  -0.269
F3 -4.67204 -3.22538 -1.14380  0.053
C31 -5.06724 -0.89734 -1.40249  -0.562
Se1 -3.26144 -0.45094 -1.04478  0.667
C32 -6.04943 0.05872 -1.66092  -0.267
F4 -5.73499 1.36328 -1.67197  0.067
C33 -7.37300 -0.26064 -1.90393  -0.154
F5 -8.27735 0.70252 -2.14186  0.099
C34 6.28561 0.71420 1.14731  -0.101
C35 5.66285 -0.65305 1.29686  -0.299
O3 4.82685 -0.71535 2.48059  -0.307
P1 3.26102 -0.29940 2.35519  0.838
O4 3.15249 0.90691 3.46090  -0.339
C36 3.73314 0.78194 4.76057  -0.305
C37 4.74279 1.89178 4.96235  -0.077
O5 2.61705 -1.46435 3.31813  -0.336
C38 2.75590 -2.84332 2.94309  -0.298
C39 1.46428 -3.55019 3.28419  -0.073
H27 6.93671 0.72325 0.27190  0.075
H28 6.86712 0.98578 2.03291  0.063
H29 5.51084 1.46294 0.97428  0.059
H30 6.41710 -1.42716 1.44094  0.117
H31 5.06404 -0.90375 0.42087  0.024
H32 4.20716 -0.19430 4.86890  0.104
H33 2.92426 0.84558 5.49332  0.112
H34 5.54582 1.80029 4.23072  0.066
H35 5.17322 1.84203 5.96544  0.070
H36 4.27117 2.86748 4.83490  0.073
H37 3.60253 -3.26380 3.49290  0.116
H38 2.97177 -2.93153 1.87562  0.015
H39 1.24318 -3.47571 4.35214  0.072
H40 1.53741 -4.60565 3.01364  0.079
H41 0.64038 -3.10415 2.72492  0.050


Computed, not measured: C24H36AsCa2F9NO20 as an isolated structure in a non-equilibrium geometry, with wB97M-V/def2-TZVPD.

The calculation puts the HOMO energy at -12.422 eV. Its total charge is +1. The total energy is -6985.602267 a.u. The HOMO-LUMO gap is 0.323 Ha.

Last column: Löwdin charge in e.
CARTESIAN COORDINATES (ANGSTROEM)
Ca1 -17.60690 -21.74817 23.49363  1.631
Ca2 -17.40368 -25.74182 25.29063  1.677
As1 -16.23108 -25.01281 21.63030  0.753
F1 -16.79600 -23.50314 22.28486  -0.333
F2 -16.61793 -25.72440 23.22014  -0.372
F3 -15.64105 -26.53962 21.11114  -0.208
F4 -15.83045 -24.30920 20.12136  -0.181
F5 -14.63873 -24.63841 22.17622  -0.207
F6 -17.80396 -25.44805 21.08846  -0.210
C1 -15.25557 -23.68306 25.32252  -0.453
O1 -15.23866 -25.07017 25.74325  -0.261
O2 -16.53374 -23.42587 25.01385  -0.332
C2 -14.52818 -22.87052 26.39776  -0.571
F7 -13.22798 -23.21734 26.36371  0.146
F8 -14.61193 -21.55654 26.15944  0.157
F9 -14.96970 -23.07553 27.63380  0.178
C3 -14.03547 -25.83681 25.72077  -0.228
C4 -14.48925 -27.27532 25.60944  -0.061
H1 -13.71361 -28.03007 25.71861  0.095
H2 -15.23237 -27.57749 26.36556  0.079
H3 -14.98498 -27.41768 24.64008  0.077
H4 -13.39885 -25.68786 26.59294  0.128
H5 -13.41452 -25.58133 24.85945  0.137
H6 -14.63096 -23.59304 24.41831  0.145
N1 -20.02354 -24.13356 23.71651  -0.542
O3 -19.56336 -22.95846 23.59879  -0.179
O4 -21.18714 -24.34346 23.76539  0.144
O5 -19.17775 -25.03833 23.99797  -0.209
C5 -12.55775 -24.33425 16.79333  0.000
C6 -13.31667 -24.00265 18.08548  -0.283
C7 -12.56668 -22.94038 18.89578  -0.062
O6 -13.49422 -21.81832 18.97656  0.053
C8 -14.48437 -22.01370 18.08973  -0.573
O7 -15.26869 -21.20900 17.70685  0.164
O8 -14.51774 -23.31561 17.71405  0.032
H7 -12.94098 -25.29513 16.43575  0.067
H8 -11.47940 -24.40041 16.90539  0.088
H9 -12.85078 -23.65316 15.99538  0.101
H10 -13.53463 -24.88361 18.68149  0.150
H11 -11.67360 -22.48385 18.47263  0.134
H12 -12.35881 -23.24332 19.92127  0.114
C9 -20.24895 -28.60314 19.61110  -0.002
C10 -20.23436 -27.98433 21.01229  -0.273
C11 -21.15802 -26.77309 21.28232  -0.079
O9 -21.66210 -27.07454 22.58406  0.032
C12 -21.65933 -28.40781 22.79012  -0.575
O10 -22.14704 -28.91982 23.74062  0.171
O11 -20.87816 -28.97987 21.85566  0.068
H13 -21.30008 -28.62983 19.31186  0.092
H14 -20.02913 -29.66397 19.71869  0.093
H15 -19.59621 -28.04170 18.95324  0.063
H16 -19.20390 -27.82450 21.33008  0.142
H17 -22.04034 -26.56661 20.67964  0.140
H18 -20.51381 -25.90305 21.41831  0.105
C13 -10.81558 -21.39839 22.09707  -0.011
C14 -11.90422 -21.34891 23.14380  -0.270
C15 -12.39689 -19.95496 23.56545  -0.069
O12 -13.71601 -19.85716 23.03682  0.100
C16 -14.12450 -21.09627 22.72852  -0.548
O13 -15.28008 -21.41564 22.65790  0.043
O14 -13.10217 -21.91946 22.54788  0.092
H19 -9.83124 -21.10342 22.44646  0.096
H20 -11.08052 -20.70489 21.28777  0.101
H21 -10.86156 -22.37204 21.61187  0.082
H22 -11.62073 -21.95425 24.00579  0.151
H23 -11.69886 -19.19830 23.20392  0.140
H24 -12.45350 -19.78672 24.64160  0.135
C17 -17.74778 -25.11452 15.90437  -0.009
C18 -16.69326 -25.52167 16.90517  -0.309
C19 -17.06714 -26.64723 17.84084  -0.088
O15 -15.99884 -27.59485 17.75307  0.079
C20 -15.11800 -27.17788 16.81140  -0.566
O16 -14.08330 -27.70010 16.57464  0.167
O17 -15.53207 -26.03308 16.21870  0.081
H25 -17.36207 -24.39600 15.17473  0.097
H26 -18.49070 -24.45341 16.35961  0.063
H27 -18.17405 -25.98266 15.40489  0.095
H28 -16.35124 -24.58809 17.34883  0.128
H29 -17.96406 -27.17851 17.51250  0.121
H30 -17.22307 -26.26138 18.84504  0.100
C21 -22.06645 -21.83631 18.96347  -0.008
C22 -20.69097 -22.45203 19.07186  -0.286
C23 -19.61882 -22.01240 18.08604  -0.054
O18 -18.43848 -22.04165 18.90270  0.107
C24 -18.80858 -21.78389 20.14903  -0.551
O19 -18.08961 -21.43922 21.04876  0.043
O20 -20.13240 -21.92910 20.29975  0.089
H31 -22.70826 -22.47169 18.34963  0.093
H32 -22.03236 -20.84420 18.51757  0.091
H33 -22.54313 -21.78701 19.93917  0.094
H34 -20.75755 -23.53827 19.14479  0.155
H35 -19.77452 -21.03485 17.62872  0.147
H36 -19.52095 -22.70431 17.25417  0.121


Computed, not measured: CH3NOS2 in the gas phase in a non-equilibrium geometry, with wB97M-V/def2-TZVPD.

The calculation puts the HOMO energy (alpha / beta) at -8.093 / -9.664 eV. The total energy is -966.161527 a.u. The HOMO-LUMO gap (alpha / beta) is 0.219 / 0.329 Ha.

Last column: Löwdin charge in e.
CARTESIAN COORDINATES (ANGSTROEM)
C1 -1.00250 0.29533 -0.00804  -0.777
N1 0.23877 -0.37374 -0.17012  -0.383
O1 2.63928 -1.01943 -0.13841  -0.570
S1 -0.97300 2.06360 -0.07148  0.597
S2 1.85960 0.19484 0.06535  0.869
H1 -1.89425 -0.09413 -0.63451  0.103
H2 -1.25187 0.29309 1.15954  0.100
H3 0.38397 -1.35956 -0.20233  0.059


Computed, not measured: C8H16ClN2O9S3 as an isolated structure, with wB97M-V/def2-TZVPD.

The calculation puts the HOMO energy at -6.056 eV. Its total charge is -1. The total energy is -2755.939540 a.u. The HOMO-LUMO gap is 0.312 Ha.

Last column: Löwdin charge in e.
CARTESIAN COORDINATES (ANGSTROEM)
O1 3.74435 -2.77142 -1.49657  0.051
C1 4.14177 -1.67152 -1.71072  -0.840
Cl1 5.73639 -1.18304 -1.10974  0.659
C2 3.43063 -0.62548 -2.50086  -0.243
S1 2.65788 0.60354 -1.41380  0.492
O2 3.74205 1.39516 -0.88654  -0.337
O3 1.89888 -0.16522 -0.44349  -0.335
N1 1.79336 1.28571 -2.55470  -0.342
S2 0.82104 2.51954 -2.21684  0.512
O4 0.84923 3.41821 -3.35159  -0.354
O5 1.03011 3.09062 -0.90653  -0.330
C3 -0.86206 1.87619 -2.24520  -0.240
C4 -1.38890 1.27829 -0.93552  -0.221
C5 -1.43530 -0.24756 -0.84197  -0.238
S3 -2.73665 -1.04599 -1.70904  0.597
O6 -2.51430 -2.46410 -1.69984  -0.288
O7 -4.01772 -0.53531 -1.28208  -0.307
O8 -2.53393 -0.51191 -3.20090  -0.163
H1 4.13751 -0.05755 -3.10299  0.097
H2 2.67360 -1.08222 -3.12941  0.106
H3 -0.96150 1.20011 -3.08724  0.079
H4 -1.42944 2.77777 -2.48599  0.096
H5 -0.74850 1.60532 -0.11654  0.088
H6 -2.38340 1.65996 -0.69574  0.115
H7 -0.49156 -0.71482 -1.10419  0.102
H8 -1.65094 -0.52385 0.19262  0.096
H9 -3.40411 -0.23003 -3.51733  0.097
C6 -1.51498 0.29054 3.11265  -0.341
O9 -0.94690 0.83909 2.19288  0.033
N2 -0.92753 -0.63834 3.89427  -0.198
C7 -1.61990 -1.29028 4.98107  -0.071
C8 0.45770 -0.98485 3.60490  -0.029
H10 -2.56659 0.49507 3.38238  0.135
H11 -1.11718 -1.09883 5.93247  0.085
H12 -1.66185 -2.37033 4.82182  0.087
H13 -2.63796 -0.90984 5.04365  0.079
H14 1.09516 -0.10495 3.68845  0.096
H15 0.55433 -1.36376 2.58732  0.096
H16 0.78723 -1.74394 4.31089  0.082


Computed, not measured: C5H4F2 in the gas phase in a non-equilibrium geometry, with wB97M-V/def2-TZVPD.

The calculation puts the HOMO energy at -9.138 eV. The total energy is -392.588782 a.u. The HOMO-LUMO gap is 0.376 Ha.

Last column: Löwdin charge in e.
CARTESIAN COORDINATES (ANGSTROEM)
F1 -1.03810 -2.21176 0.59120  0.106
C1 -0.51189 -1.04496 0.29853  -0.270
C2 -0.26617 -0.10399 1.20130  -0.002
C3 0.49476 0.95273 0.42913  -0.162
C4 0.45558 0.44972 -1.00281  -0.033
C5 -0.10950 -0.68393 -1.08110  -0.272
F2 -0.59865 -1.43648 -2.04730  0.121
H1 -0.42486 -0.17084 2.34048  0.147
H2 -0.02916 1.94408 0.40910  0.134
H3 1.45109 1.23555 0.76531  0.097
H4 0.57691 1.06989 -1.90384  0.134


Computed, not measured: a 2-piece molecular cluster, C4H12N3 overall in a non-equilibrium geometry, with wB97M-V/def2-TZVPD.

The calculation puts the HOMO energy at -11.911 eV. Its total charge is +1. The total energy is -323.491020 a.u. The HOMO-LUMO gap is 0.305 Ha.

Last column: Löwdin charge in e.
CARTESIAN COORDINATES (ANGSTROEM)
C1 -2.07562 1.41947 -1.51991  0.049
C2 0.23990 -1.93510 1.29981  -0.023
C3 0.67766 0.77878 -1.39923  -0.076
C4 0.51644 -0.52892 1.55912  -0.126
N1 -1.53859 0.72940 -0.56676  -0.109
N2 -0.31362 0.43262 -0.39123  -0.106
N3 1.77696 -0.17963 1.46105  0.183
H1 -3.12666 1.78925 -1.50651  0.099
H2 -1.59990 1.74931 -2.42800  0.076
H3 0.65220 -2.50638 2.13043  0.129
H4 0.54619 -2.12341 0.37865  0.053
H5 -0.70642 -2.28193 1.28515  0.063
H6 1.50909 0.26274 -1.18967  0.033
H7 0.48975 0.39149 -2.33378  0.067
H8 0.69981 1.81396 -1.58063  0.083
H9 -0.24702 0.01620 2.02578  0.122
H10 2.17373 0.73268 1.46208  0.136
H11 2.41520 -0.89889 1.08970  0.157
H12 -2.08908 0.33837 0.22396  0.190